1.
This record from the Open Molecules 2025 dataset describes a 7-piece molecular cluster, C21H55B3IO22PS6 overall. The level of theory is ωB97M-V with the def2-TZVPD basis set.

Atoms and positions in Å:
C: -2.0541 1.0424 0.7410
C: -1.7552 2.3276 0.6526
C: -1.6025 3.2495 1.8475
B: -2.9566 3.9761 2.1131
O: -3.0937 5.3710 2.1691
B: -3.8832 5.7980 1.1283
O: -4.7695 4.9000 0.5383
B: -5.0812 3.7686 1.2776
P: -6.7891 2.8401 0.9691
O: -6.1344 1.4646 0.3483
I: -7.2174 2.2941 3.3174
O: -4.1626 3.2758 2.1662
H: -2.0234 0.3824 -0.1169
H: -2.2933 0.6014 1.7042
H: -1.6321 2.7944 -0.3231
H: -1.2957 2.6733 2.7262
H: -0.8207 3.9850 1.6420
H: -3.7991 6.9012 0.7017
H: -5.3410 1.1635 0.8181
C: -4.1867 6.3400 -2.3106
C: -4.6941 5.1294 -3.0605
O: -4.1281 4.9962 -4.3889
S: -2.6183 4.5200 -4.4791
C: -2.5982 4.1551 -6.1975
O: -2.4690 3.3176 -3.7155
O: -1.7454 5.6231 -4.2197
H: -3.1224 6.2538 -2.0926
H: -4.7242 6.4265 -1.3717
H: -4.3311 7.2517 -2.8906
H: -4.5042 4.2083 -2.5075
H: -5.7667 5.1955 -3.2281
H: -3.2787 3.3311 -6.3904
H: -1.5759 3.8762 -6.4427
H: -2.8897 5.0472 -6.7446
C: 2.0476 -2.2194 4.3640
C: 2.2697 -0.8623 3.7305
O: 2.6729 -0.9401 2.3440
S: 1.5580 -1.3212 1.2777
C: 2.4601 -0.9008 -0.1641
O: 0.4481 -0.4284 1.4435
O: 1.3269 -2.7335 1.3108
H: 1.1966 -2.7340 3.9220
H: 1.8585 -2.0922 5.4304
H: 2.9255 -2.8517 4.2333
H: 1.3825 -0.2316 3.8039
H: 3.0909 -0.3386 4.2152
H: 2.6501 0.1667 -0.1661
H: 1.8397 -1.1851 -1.0118
H: 3.3905 -1.4598 -0.1751
C: 0.0570 -4.9051 -0.4507
C: -0.3873 -6.1220 -1.2281
O: 0.2740 -6.2419 -2.5231
S: 1.7812 -6.7111 -2.5440
C: 1.8932 -7.0202 -4.2723
O: 1.8976 -7.9426 -1.8215
O: 2.6450 -5.6204 -2.2112
H: 1.0988 -4.9707 -0.1474
H: -0.5490 -4.8065 0.4489
H: -0.0554 -4.0020 -1.0511
H: -0.2361 -7.0417 -0.6663
H: -1.4437 -6.0624 -1.4750
H: 1.2251 -7.8371 -4.5285
H: 2.9271 -7.2914 -4.4733
H: 1.6298 -6.1109 -4.8050
C: 8.1439 -1.3125 -0.9651
C: 7.5681 -0.3536 0.0539
O: 7.3728 0.9855 -0.4692
S: 6.1606 1.2137 -1.4630
C: 6.1710 2.9697 -1.4425
O: 4.9661 0.7225 -0.8412
O: 6.5065 0.7494 -2.7699
H: 7.4460 -1.5018 -1.7785
H: 8.3684 -2.2609 -0.4769
H: 9.0605 -0.9101 -1.3956
H: 6.6212 -0.7123 0.4594
H: 8.2541 -0.2118 0.8858
H: 5.9248 3.3125 -0.4418
H: 5.4150 3.2920 -2.1551
H: 7.1544 3.3134 -1.7506
C: -2.5996 -11.1948 1.7151
C: -2.3561 -10.5651 0.3610
O: -3.4800 -9.7772 -0.1105
S: -3.7237 -8.3681 0.5709
C: -4.8752 -7.7459 -0.6016
O: -2.5041 -7.6188 0.5104
O: -4.3771 -8.5398 1.8304
H: -2.6774 -10.4440 2.4991
H: -1.7688 -11.8586 1.9550
H: -3.5238 -11.7721 1.7099
H: -1.4633 -9.9389 0.3584
H: -2.2308 -11.3265 -0.4053
H: -4.3787 -7.6379 -1.5616
H: -5.2062 -6.7796 -0.2275
H: -5.7127 -8.4349 -0.6642
C: -0.6702 7.0553 3.3718
C: 0.0094 7.8912 2.3116
O: 1.4183 8.1190 2.5761
S: 2.4115 6.9060 2.3499
C: 3.9070 7.8251 2.4403
O: 2.2254 6.3960 1.0248
O: 2.3439 6.0062 3.4597
H: -0.2862 6.0363 3.3829
H: -1.7375 7.0158 3.1744
H: -0.5060 7.4841 4.3609
H: -0.0915 7.4476 1.3198
H: -0.4165 8.8913 2.2713
H: 3.9438 8.5209 1.6073
H: 4.7185 7.1037 2.3763
H: 3.9373 8.3454 3.3934

As for the charge: 0. As for the total energy: -152149.0410 eV. The SMILES is C=CCB1OBOB(P(O)I)O1.CCOS(C)(=O)=O.CCOS(C)(=O)=O.CCOS(C)(=O)=O.CCOS(C)(=O)=O.CCOS(C)(=O)=O.CCOS(C)(=O)=O. The calculation puts the orbital gap at 0.3320 Eh.

***

2.
This record from the Open Molecules 2025 dataset describes a 8-piece molecular cluster, C21H56F2N8O11S2 overall in a non-equilibrium geometry. The level of theory is ωB97M-V with the def2-TZVPD basis set.

Atoms and positions in Å:
N: -0.0630 -0.7707 -0.0377
S: 0.8348 -0.2903 1.1430
O: 1.7936 -1.2021 1.6908
O: 0.2908 0.7585 2.0304
F: 1.7517 0.6841 0.2185
S: -1.3133 -1.3400 0.9749
O: -2.3393 -0.3062 1.2493
O: -0.9959 -2.1743 2.1135
F: -1.9696 -2.4104 0.0115
C: 5.8287 5.3421 -2.3202
C: 6.3385 6.4009 -3.1946
O: 5.7006 6.8266 -4.0995
N: 7.8418 6.8331 -3.1137
H: 7.9666 7.0542 -2.1362
H: 8.4978 6.0652 -3.1039
C: 8.2740 7.9821 -4.0755
H: 4.7409 5.4006 -2.3566
H: 6.1008 5.6847 -1.3219
H: 6.3271 4.3749 -2.3847
H: 9.3165 8.3003 -4.0842
H: 7.6398 8.8684 -4.0976
H: 8.1617 7.4888 -5.0410
C: 0.3491 -4.3337 -6.0887
C: 0.4836 -4.5130 -4.5984
O: -0.1269 -5.3319 -3.9664
N: 1.3731 -3.4697 -3.8871
H: 1.5692 -2.6960 -4.5059
H: 0.9450 -3.0007 -3.1017
C: 2.5908 -4.1614 -3.2492
H: -0.3025 -5.1195 -6.4708
H: 1.3268 -4.3012 -6.5694
H: -0.1322 -3.3805 -6.3074
H: 3.2012 -3.3209 -2.9190
H: 3.1896 -4.5795 -4.0583
H: 2.1149 -4.9318 -2.6425
C: -6.5380 -3.3122 -5.2908
C: -7.3801 -4.5690 -4.9769
O: -6.8736 -5.6587 -4.6714
N: -8.8852 -4.3304 -4.7359
H: -9.0834 -3.6389 -4.0270
H: -9.2457 -3.9168 -5.5839
C: -9.6688 -5.6522 -4.3811
H: -7.1966 -2.4596 -5.1256
H: -6.2798 -3.4238 -6.3439
H: -5.6373 -3.3141 -4.6769
H: -9.6435 -6.4229 -5.1514
H: -10.6522 -5.3396 -4.0299
H: -9.2795 -6.1210 -3.4773
C: 0.1915 -8.7739 4.6195
C: 1.0864 -7.8413 3.8990
O: 0.9550 -7.4562 2.7906
N: 2.4964 -7.7775 4.4542
H: 2.5707 -8.1240 5.4000
H: 3.1175 -8.4518 4.0304
C: 2.9287 -6.2714 4.5892
H: -0.8165 -8.3959 4.4487
H: 0.5772 -8.6702 5.6337
H: 0.3700 -9.8355 4.4484
H: 3.9846 -6.1945 4.8485
H: 2.3108 -5.6248 5.2123
H: 2.8033 -5.7935 3.6176
C: 4.9584 2.1642 5.4281
C: 5.3715 3.2415 4.5089
O: 5.7022 2.9470 3.3301
N: 5.1257 4.6862 4.9583
H: 5.5438 4.8651 5.8601
H: 5.6017 5.2757 4.2905
C: 3.6386 4.9526 5.0229
H: 4.8602 2.5269 6.4513
H: 5.6925 1.3714 5.2837
H: 3.9958 1.7196 5.1757
H: 3.2690 4.6653 6.0073
H: 3.1009 4.3560 4.2860
H: 3.3008 5.9885 5.0546
C: -5.8574 1.4271 5.0077
C: -5.3845 2.8993 5.0634
O: -5.5307 3.7433 4.2040
N: -4.3756 3.1884 6.1325
H: -4.8433 3.1631 7.0273
H: -3.7912 2.3868 6.3221
C: -3.3656 4.3800 5.9893
H: -5.1254 0.6427 4.8155
H: -6.6371 1.2507 4.2667
H: -6.1427 1.0236 5.9792
H: -2.5071 4.3463 5.3185
H: -2.9257 4.5130 6.9777
H: -3.8548 5.3428 5.8417
C: -0.6605 4.1972 -4.5185
C: -1.4338 2.9245 -4.1150
O: -1.6778 1.9351 -4.8496
N: -1.7746 2.9241 -2.6470
H: -1.2809 2.1152 -2.2978
H: -1.2031 3.6293 -2.2041
C: -3.2381 3.1231 -2.3890
H: -1.0473 4.4612 -5.5028
H: 0.4236 4.1238 -4.6042
H: -0.9006 4.9559 -3.7737
H: -3.2410 3.2844 -1.3110
H: -3.7542 2.1997 -2.6518
H: -3.5498 3.9983 -2.9591

As for the charge: +6. As for the total energy: -84167.2208 eV. The calculation puts the orbital gap at 0.2954 Eh. The value obtained for the energy relative to the best compared isomer or geometry (same formula, charge and spin) is 48.76 kJ/mol.

***

3.
This record from the Open Molecules 2025 dataset describes C21H56F3HfN3O13S as an isolated structure in a non-equilibrium geometry. The level of theory is ωB97M-V with the def2-TZVPD basis set.

Atoms and positions in Å:
Hf: 3.9814 -0.0596 1.1068
C: 0.8773 2.4890 0.5655
C: 1.5062 1.7557 -0.6003
O: 2.3763 0.6933 -0.2247
H: 1.6879 2.9264 1.1592
H: 0.3685 1.7847 1.2346
H: 0.1794 3.2931 0.3464
H: 2.1365 2.3905 -1.2321
H: 0.7899 1.3660 -1.3330
C: 5.2444 2.6439 -2.1935
F: 4.5737 3.1996 -1.1778
F: 4.3905 2.3474 -3.1513
F: 6.1803 3.4666 -2.6010
S: 6.2275 1.0872 -1.5701
O: 7.3341 1.5673 -0.7918
O: 5.2237 0.3803 -0.6592
O: 6.6134 0.3409 -2.7183
C: -3.6513 -0.3214 2.0422
O: -3.0814 -0.3040 3.3409
C: -2.6874 -1.5591 3.8322
C: -1.4498 -2.1624 3.1319
N: -0.3089 -1.2315 3.1843
C: 0.2521 -1.0775 4.5074
C: 1.0114 -2.2878 5.0671
O: 2.0311 -2.7630 4.2110
C: 2.5248 -4.0059 4.6726
H: -4.5356 -0.9629 2.0697
H: -2.9868 -0.7003 1.2545
H: -3.8865 0.6934 1.7334
H: -3.5098 -2.2793 3.7363
H: -2.5249 -1.4392 4.9031
H: -1.7555 -2.3312 2.1029
H: -1.1516 -3.0793 3.6371
H: -0.6601 -0.3887 2.7425
H: -0.5122 -0.7037 5.1971
H: 0.9748 -0.2514 4.5605
H: 0.2383 -3.0239 5.3176
H: 1.3952 -2.0424 6.0624
H: 3.0829 -3.8823 5.6077
H: 3.2941 -4.3298 3.9707
H: 1.7837 -4.7941 4.8071
C: -1.0363 -2.4821 -0.5618
O: 0.3746 -2.7154 -0.5115
C: 0.8603 -3.5211 -1.5741
C: 1.4083 -2.7562 -2.7832
N: 2.0216 -1.4729 -2.4986
C: 2.3808 -0.7410 -3.7274
C: 3.6147 -1.2116 -4.5217
O: 3.5668 -0.3893 -5.6795
C: 4.7952 0.1672 -6.0796
H: -1.6285 -3.3608 -0.2952
H: -1.3926 -2.1044 -1.5199
H: -1.1745 -1.7381 0.2207
H: 0.1711 -4.3349 -1.8107
H: 1.6408 -4.1114 -1.0761
H: 0.4797 -2.5206 -3.3273
H: 2.0135 -3.4396 -3.3719
H: 1.4852 -0.8206 -1.9453
H: 2.5922 0.2839 -3.4270
H: 1.5455 -0.8237 -4.4304
H: 3.5784 -2.2529 -4.8489
H: 4.5260 -1.0619 -3.9368
H: 4.6870 0.5604 -7.0893
H: 5.5439 -0.6272 -6.1819
H: 5.2054 0.9424 -5.4270
C: -7.7585 1.6724 0.5368
O: -6.5344 1.7662 -0.1572
C: -5.8082 2.9199 0.2502
C: -4.7934 3.1038 -0.8990
N: -3.4342 2.6615 -0.5856
C: -2.4986 2.5117 -1.6913
C: -2.6985 1.3305 -2.5907
O: -2.7989 0.0961 -1.8768
C: -4.1036 -0.4507 -1.8201
H: -7.7025 1.7007 1.6298
H: -8.1979 0.7117 0.2668
H: -8.4527 2.4551 0.2146
H: -5.3432 2.7623 1.2296
H: -6.4554 3.7977 0.3243
H: -4.6280 4.1493 -1.1674
H: -5.2299 2.5014 -1.7002
H: -3.4750 1.8042 -0.0469
H: -1.5313 2.4914 -1.1772
H: -2.5141 3.4834 -2.1940
H: -1.7938 1.2466 -3.2020
H: -3.5602 1.4064 -3.2571
H: -4.0511 -1.4030 -1.2889
H: -4.5709 -0.5767 -2.7978
H: -4.7404 0.1627 -1.1729
O: 1.9229 -1.5200 1.3168
H: 1.3366 -2.0768 0.7360
H: 1.4338 -1.4531 2.1754
O: 2.9792 4.3376 3.0566
H: 3.7781 3.8667 3.3107
H: 3.2902 5.0435 2.4773
O: 2.5137 0.9848 2.5834
H: 1.6971 1.5187 2.5923
H: 2.8859 1.0808 3.4773

As for the charge: +2. As for the total energy: -74044.4054 eV. The calculation puts the orbital gap at 0.0839 Eh. The value obtained for the energy relative to the best compared isomer or geometry (same formula, charge and spin) is 0.00 kJ/mol.

***

4.
This record from the Open Molecules 2025 dataset describes a 8-piece molecular cluster, C21H56N3O10 overall in a non-equilibrium geometry. The level of theory is ωB97M-V with the def2-TZVPD basis set.

Atoms and positions in Å:
C: 2.5774 1.7662 4.0245
C: 1.2294 1.9842 4.7275
O: 1.1074 2.7622 5.6785
N: 0.0274 1.1692 4.2085
H: -0.6996 1.7722 3.6425
H: 0.2184 0.4942 3.4845
C: -0.9736 0.7792 5.2005
H: 3.0444 1.0762 4.5745
H: 3.1754 2.7692 4.3135
H: 2.4464 1.5102 3.0715
H: -1.3366 1.5642 5.7765
H: -0.4006 -0.0328 5.7625
H: -1.9196 0.5232 4.6365
C: 0.1734 4.8252 -1.3515
C: -1.1106 4.0612 -1.4175
O: -1.7496 4.0312 -2.5365
N: -1.5766 3.3002 -0.1935
H: -1.0246 2.4772 -0.2145
H: -1.2096 3.7642 0.6955
C: -2.9276 2.7362 -0.1655
H: 0.1904 5.6352 -1.9915
H: 0.8994 4.3552 -1.7285
H: 0.4054 5.3782 -0.4745
H: -2.8606 2.0902 -1.0965
H: -3.8146 3.5392 -0.3645
H: -2.8136 2.1972 0.7825
N: -0.2446 0.2792 0.5495
O: 0.2664 1.0832 1.3955
O: -0.3786 0.8182 -0.6115
O: -0.9056 -0.6688 0.9105
C: 2.8614 2.2122 -0.2795
C: 4.1924 2.9632 -0.2985
C: 4.2204 4.2632 -1.1285
O: 4.5554 3.1952 1.0315
H: 2.7594 1.4262 0.4315
H: 2.5504 1.7682 -1.2605
H: 2.1654 3.0222 -0.0175
H: 4.8274 2.2622 -0.5615
H: 3.3414 4.7932 -0.8435
H: 4.3564 4.1452 -2.1915
H: 5.1984 4.7702 -1.0495
H: 4.1334 4.0312 1.4245
C: -3.4396 -2.8938 -0.5035
C: -3.2206 -1.7308 -1.4535
C: -4.3306 -1.4748 -2.5555
O: -3.2266 -0.5828 -0.6305
H: -2.6776 -2.8998 0.1105
H: -3.5626 -3.9188 -1.0295
H: -4.2356 -2.6178 0.1735
H: -2.2616 -1.6768 -2.1455
H: -4.0466 -2.1418 -3.5105
H: -4.3366 -0.5328 -3.1615
H: -5.4266 -1.3978 -2.3515
H: -2.4316 -0.7118 -0.1795
C: 0.6604 -3.4358 4.5325
C: -0.2446 -2.8238 3.4155
C: -1.6556 -3.2768 3.6875
O: -0.0606 -1.4128 3.3585
H: 0.5704 -4.4388 4.7165
H: 0.3834 -3.0828 5.5695
H: 1.6774 -3.1158 4.4235
H: 0.1664 -3.4308 2.5065
H: -2.1336 -2.9778 4.7225
H: -1.8896 -4.2568 3.6655
H: -2.5436 -2.8908 3.0905
H: -0.4406 -1.0008 2.4525
C: 2.0654 -5.0568 -2.4865
C: 1.7414 -3.4918 -2.1715
C: 0.6534 -3.4328 -1.1525
O: 2.7234 -2.7698 -1.5975
H: 2.8774 -5.0598 -3.1965
H: 1.0944 -5.6348 -2.7595
H: 2.4334 -5.5368 -1.5795
H: 1.3674 -3.0788 -3.1535
H: -0.2746 -3.9358 -1.4615
H: 0.1634 -2.4138 -0.8295
H: 1.0304 -3.9038 -0.2885
H: 2.7044 -1.8428 -1.7155
C: 0.3244 -0.7808 -5.4065
C: -0.0186 0.1012 -4.2385
C: -1.4856 0.3882 -4.1025
O: 0.4584 -0.5458 -3.0455
H: -0.2296 -0.5768 -6.3155
H: 0.0824 -1.7858 -5.0045
H: 1.1604 -1.1838 -5.6465
H: 0.3374 1.1032 -4.2795
H: -2.1176 -0.4628 -4.2075
H: -1.7236 0.9832 -4.9995
H: -1.7306 0.7472 -3.3525
H: 0.0884 0.0022 -2.4565

As for the charge: +1. As for the total energy: -47609.3897 eV. The calculation puts the orbital gap at 0.2756 Eh. The value obtained for the energy relative to the best compared isomer or geometry (same formula, charge and spin) is 144.70 kJ/mol.

***

5.
This record from the Open Molecules 2025 dataset describes a 7-piece molecular cluster, C21H56O7 overall in a non-equilibrium geometry. The level of theory is ωB97M-V with the def2-TZVPD basis set.

Atoms and positions in Å:
C: 3.9292 -1.7898 -0.4945
C: 4.4139 -0.7037 -1.4509
C: 5.6328 -1.1136 -2.2294
O: 3.3574 -0.4701 -2.3965
H: 3.8378 -2.7036 -1.0876
H: 2.9119 -1.5555 -0.1683
H: 4.5224 -1.9882 0.3980
H: 4.6377 0.2278 -0.9110
H: 6.5197 -1.0910 -1.5926
H: 5.8259 -0.4455 -3.0696
H: 5.5223 -2.1188 -2.6416
H: 2.5483 -0.3636 -1.8853
C: -0.4059 -4.7328 3.1921
C: 0.8213 -5.5749 2.8322
C: 0.4545 -6.8203 2.0922
O: 1.7178 -4.8388 1.9866
H: -0.0583 -3.7857 3.6234
H: -1.0144 -5.2123 3.9582
H: -1.0027 -4.4774 2.3164
H: 1.3549 -5.7637 3.7732
H: 1.2723 -7.5398 1.9895
H: 0.2050 -6.5389 1.0643
H: -0.3751 -7.3668 2.5373
H: 2.0183 -4.0708 2.4824
C: -2.8338 -1.7179 -2.6500
C: -4.0387 -0.8070 -2.7001
C: -5.2839 -1.4912 -2.1413
O: -3.7861 0.4200 -2.0395
H: -1.9292 -1.1119 -2.8102
H: -2.7518 -2.4550 -3.4520
H: -2.6939 -2.2165 -1.6881
H: -4.2282 -0.5917 -3.7573
H: -6.1701 -0.8637 -2.2353
H: -5.1301 -1.6616 -1.0697
H: -5.4458 -2.4418 -2.6478
H: -3.2906 0.1959 -1.2357
C: 2.2743 0.6043 2.3934
C: 3.5853 0.9423 3.0843
C: 3.3707 1.6417 4.4338
O: 4.3492 -0.2492 3.3449
H: 1.5473 1.3774 2.6738
H: 1.8868 -0.3566 2.7257
H: 2.2921 0.6930 1.3073
H: 4.1943 1.6193 2.4762
H: 2.4284 1.3743 4.9036
H: 3.4389 2.7222 4.2969
H: 4.2174 1.3935 5.0755
H: 4.6955 -0.5707 2.5072
C: 1.6069 5.7134 -3.9504
C: 0.3426 5.2913 -3.2278
C: 0.5009 4.0448 -2.3970
O: -0.1692 6.3427 -2.3709
H: 1.8387 4.9964 -4.7336
H: 2.4265 5.8202 -3.2359
H: 1.4621 6.7025 -4.3933
H: -0.4556 5.1214 -3.9651
H: 1.3704 4.1430 -1.7400
H: 0.6413 3.1693 -3.0312
H: -0.3817 3.8851 -1.7790
H: 0.2055 7.1853 -2.6474
C: -4.4100 1.4676 1.9929
C: -4.4571 2.2251 0.6918
C: -4.9034 3.6928 0.7823
O: -3.1207 2.1419 0.0849
H: -4.4155 0.4011 1.7787
H: -5.2605 1.7767 2.6015
H: -3.5194 1.7135 2.5742
H: -5.1137 1.7162 -0.0171
H: -5.8261 3.8393 0.2137
H: -4.1565 4.3822 0.3972
H: -5.1684 3.9915 1.8000
H: -3.2713 2.3059 -0.8537
C: -0.2865 -2.0068 0.2294
C: -0.6466 -0.5559 0.4040
C: 0.0600 0.3707 -0.6046
O: -2.0438 -0.3831 0.2642
H: -0.6128 -2.6119 1.0716
H: 0.8110 -2.0702 0.2321
H: -0.5369 -2.4568 -0.7318
H: -0.2507 -0.2156 1.3698
H: -0.3040 1.3776 -0.4046
H: -0.1489 0.1002 -1.6411
H: 1.1295 0.2526 -0.4155
H: -2.2811 0.5184 0.5377

As for the charge: 0. As for the total energy: -37017.0146 eV. The SMILES is CC(C)O.CC(C)O.CC(C)O.CC(C)O.CC(C)O.CC(C)O.CC(C)O. The calculation puts the orbital gap at 0.3879 Eh. The value obtained for the energy relative to the best compared isomer or geometry (same formula, charge and spin) is 128.52 kJ/mol.

***

charge of number 4 (C21H56N3O10)?
+1

***

Among the records above, which one has the lowest orbital gap?
C21H56F3HfN3O13S

***

Look up the orbital gap of the fifth one.
0.3879 Eh